The following is a quantum chemistry calculation of the molecule C7H6O2S, from the Open Molecules 2025 dataset.

As for the molar mass: 154.19 g mol⁻¹. Its energy is -22277.784 eV. The value obtained for the LUMO energy (spin up / spin down) is -0.29 / -3.24 eV. As for the highest occupied orbital energy (spin up / spin down): -0.324 / -0.321 hartree.

Last column: natural (NBO) charge in e.
Geometry (Å):
C (0.7846, 0.9634, -0.7570)  -0.125
C (1.6293, 0.1784, -0.0929)  -0.300
C (-1.1986, -0.3196, -0.2814)  -0.021
C (-0.6830, 0.8099, -0.7554)  -0.214
C (1.4776, -1.0837, 0.5299)  0.072
C (1.4105, -2.0325, 1.2863)  -0.336
C (-1.3496, 1.9726, -1.3674)  -0.635
O (0.1875, -2.2257, 3.4316)  -0.765
O (-0.8542, -2.9987, 1.3410)  -0.820
S (0.3011, -3.0620, 2.2354)  1.786
H (1.1872, 1.9116, -1.0855)  0.214
H (2.7345, 0.3235, -0.1764)  0.240
H (-1.0165, -1.3249, 0.0534)  0.213
H (-0.5634, 2.8395, -1.5198)  0.217
H (-2.0495, 1.6287, -2.2004)  0.242
H (-1.9975, 2.4193, -0.6416)  0.231